ORCA calculation (ωB97M-V/def2-TZVPD) on C32H23ClF3N2O10PSTa as an isolated structure in a non-equilibrium geometry.

## Properties
- LUMO (eV) = -3.735
- E (hartree) = -3651.221197
- charge = +1
- energy relative to the best compared isomer or geometry (same formula, charge and spin) (kcal per mole) = 91.6

Cartesian coordinates (Å):
Ta 0.52438 1.25881 -0.57153
Cl 1.12367 3.88845 -1.58491
S 2.81587 0.08765 -0.41632
P -0.37856 -0.08098 1.66856
F -1.34773 -2.62636 -3.11853
F 0.28237 -3.36430 -1.89992
F -1.75994 -3.68508 -1.27311
O 0.17104 -0.83237 -1.17605
O 1.41121 5.19742 -1.16455
O 0.02847 3.30282 -0.68800
O 0.94728 1.08908 -2.54865
O -3.92255 2.86446 0.05900
O -1.84801 2.12787 0.48594
O 2.20509 2.93867 -1.27530
O -2.00124 -1.06375 -0.62730
O 0.48544 -0.05995 -4.42415
O 0.68988 3.81477 -2.92736
N 2.84368 -1.93408 -2.11424
N -1.49147 1.40018 -1.99213
C 3.58066 0.05803 -3.09691
C 0.15274 0.60803 -3.48210
C 1.30067 1.87106 1.39627
C -0.96110 -1.44188 -1.12297
C 3.48235 -1.98606 -4.36721
C 2.31373 3.24370 3.10147
C 0.72234 -4.00991 1.41286
C 3.09939 -0.61807 -1.98379
C 1.58962 2.58073 4.09563
C 2.60293 -2.81533 2.31235
C -0.01635 -2.83766 1.40629
C -3.00438 -1.58395 4.44093
C -3.73688 0.63334 3.90781
C 0.62730 1.18750 2.42071
C 1.87110 -1.63626 2.28566
C -1.27495 0.97215 -3.22575
C -2.70147 0.75820 2.99674
C -1.96351 -1.46447 3.52966
C 2.17931 2.89766 1.76934
C -2.27943 0.87216 -4.17481
C -1.81088 -0.29653 2.78445
C -3.89863 -0.54362 4.62513
C -2.71668 1.79431 -1.66073
C 3.75675 -0.62093 -4.28358
C 0.74089 1.54256 3.76251
C -3.77911 1.76329 -2.54013
C 3.02117 -2.62868 -3.25294
C 0.55669 -1.63704 1.83159
C -2.78675 2.27370 -0.26444
C 2.03757 -3.99907 1.86199
C -3.55423 1.27379 -3.82166
C -0.94393 -2.81022 -1.85326
H -1.27010 -2.28419 3.42023
H 2.33013 -0.71337 2.61632
H 2.74925 3.43308 1.02182
H 0.26697 -4.93046 1.07125
H -1.05036 -2.86452 1.08466
H -4.70959 -0.64314 5.33415
H 2.77819 -3.67984 -3.22063
H -4.36628 1.21598 -4.53337
H 3.61494 -2.53219 -5.28847
H 3.78656 1.11306 -3.00577
H -4.41686 1.46035 4.06687
H 4.10311 -0.08960 -5.15964
H 2.61438 -4.91481 1.87264
H -3.88067 3.17307 0.97771
H 1.69833 2.87834 5.13044
H 0.17617 1.01643 4.52300
H -4.75264 2.10832 -2.22472
H -2.55731 1.68833 2.47238
H -2.03650 0.49014 -5.15616
H 2.44286 -2.39441 -1.30307
H 3.61726 -2.80526 2.68926
H 2.98322 4.04837 3.37723
H -3.10683 -2.49753 5.01129